This record from the OMol25 dataset describes a structure of composition C7H6BrN3O2S. The level of theory is ωB97M-V with the def2-TZVPD basis set.

As for the relative energy (zero: lowest compared OMol25 entry of this formula, charge and spin): 12.3 kcal per mole. The net charge is 0. The calculation puts the LUMO energy at -1.262 eV. Its energy is -96795.4823 eV. For the orbital gap, the calculation gives 8.1 eV.

The geometry in XYZ format:
```
20
C7H6BrN3O2S, DFT ωB97M-V with the def2-TZVPD basis set
C -1.02276 2.15536 -0.44126
C -0.01711 1.53886 0.34918
C -1.89012 1.28284 -1.21543
C -1.83115 -0.11730 -1.04155
C -0.87744 -0.65547 -0.13759
C 0.09504 0.14029 0.47530
C -0.77466 -2.14415 0.09964
N -1.01948 3.47581 -0.40572
N 0.73651 2.41811 0.99933
N 1.27220 -0.41128 1.21753
O 1.17937 -0.69732 2.38085
O 2.26534 -0.46662 0.57397
S 0.12394 3.89608 0.68103
Br 4.85639 -2.37204 -0.56482
H -2.66291 1.63751 -1.91092
H -2.41544 -0.86962 -1.66587
H 4.56242 -1.15821 -0.07647
H -1.68038 -2.60434 -0.22680
H -0.87211 -2.23986 1.18852
H -0.02766 -2.80865 -0.27892
```

Atomic partial charges in e from the natural (NBO) method, atoms 1 to 5: atom 1 (C): 0.069, atom 2 (C): 0.136, atom 3 (C): -0.164, atom 4 (C): -0.208, atom 5 (C): 0.015

---

This record from the OMol25 dataset describes an isolated molecule of C7H6BrNO3. The level of theory is ωB97M-V with the def2-TZVPD basis set.

As for the relative energy (zero: lowest compared OMol25 entry of this formula, charge and spin): 25.2 kcal per mole. The net charge is 0. The calculation puts the LUMO energy at -0.427 eV. Its energy is -85026.6994 eV. As for the SMILES: O=[N+]([O-])[C@@H](Br)Oc1ccccc1. For the orbital gap, the calculation gives 9.1 eV.

The geometry in XYZ format:
```
18
C7H6BrNO3, DFT ωB97M-V with the def2-TZVPD basis set
O -4.29589 0.90557 0.65149
N -3.24803 1.34493 0.29270
O -2.97677 2.37226 -0.30188
C -1.98608 0.42956 0.76633
Br -2.37161 -1.37974 -0.23983
O -0.93480 0.97300 0.22378
C 0.20889 0.27529 0.02880
C 0.75432 -0.60611 0.94710
C 1.95005 -1.32079 0.62131
C 2.56994 -1.02475 -0.54413
C 2.12606 0.00900 -1.38800
C 0.92223 0.67378 -1.11393
H -1.90869 0.11913 1.75043
H 0.38450 -0.65388 1.90557
H 2.25678 -2.23200 1.17045
H 3.44489 -1.59017 -0.78539
H 2.79267 0.26210 -2.18769
H 0.31151 1.44284 -1.79710
```

Atomic partial charges in e from the natural (NBO) method, atoms 1 to 5: atom 1 (O): -0.330, atom 2 (N): 0.525, atom 3 (O): -0.337, atom 4 (C): 0.239, atom 5 (Br): -0.109

---

This record from the OMol25 dataset describes an isolated molecule of C7H6Cl3F. The level of theory is ωB97M-V with the def2-TZVPD basis set.

As for the relative energy (zero: lowest compared OMol25 entry of this formula, charge and spin): 76.9 kcal per mole. The net charge is 0. The calculation puts the LUMO energy (alpha / beta) at -0.522 / -0.530 eV. Its energy is -47636.9949 eV. For the orbital gap (alpha / beta), the calculation gives 8.5 / 7.9 eV.

The geometry in XYZ format:
```
17
C7H6Cl3F, DFT ωB97M-V with the def2-TZVPD basis set
C 0.79719 -0.28921 -0.46098
C -0.29192 -0.96674 -0.11333
C 1.03182 1.22560 -0.12583
C -1.26561 -0.46983 0.96429
C 0.06873 1.70376 0.92109
C -1.28493 1.12678 0.97535
C -2.30075 1.63631 -0.12094
F -2.71837 2.91653 0.14352
Cl 0.36757 3.28327 1.47435
Cl -2.07263 1.54045 2.66646
Cl -1.92908 1.50019 -1.75082
H 1.41664 -0.83688 -1.24488
H -0.38782 -2.04207 -0.16677
H 2.06413 1.05800 0.28253
H 0.89617 1.85784 -1.00173
H -2.28398 -0.85389 0.87173
H -0.97604 -0.86788 1.98346
```

Atomic partial charges in e from the natural (NBO) method, atoms 1 to 5: atom 1 (C): -0.178, atom 2 (C): -0.202, atom 3 (C): -0.529, atom 4 (C): -0.451, atom 5 (C): 0.021

---

This record from the OMol25 dataset describes an isolated molecule of C7H6F3NO2. The level of theory is ωB97M-V with the def2-TZVPD basis set.

As for the relative energy (zero: lowest compared OMol25 entry of this formula, charge and spin): 155.5 kcal per mole. The net charge is 0. The calculation puts the LUMO energy (alpha / beta) at -2.042 / -1.712 eV. Its energy is -21084.6758 eV. For the orbital gap (alpha / beta), the calculation gives 7.7 / 7.8 eV.

The geometry in XYZ format:
```
19
C7H6F3NO2, DFT ωB97M-V with the def2-TZVPD basis set
C 1.49172 -1.20136 1.17663
C 0.17927 -1.36842 1.23309
C 2.13695 -0.58151 0.04916
C 1.64729 0.36716 -0.70130
C -0.84551 -0.97599 0.16986
C -0.93255 0.53323 -0.13559
C -1.48338 0.97573 -1.46292
N -0.69353 1.47749 0.86420
O -0.31843 0.99537 1.96598
O -0.82189 2.64771 0.57665
F 3.47327 -0.96519 -0.12918
F 2.07939 0.98683 -1.86178
F -0.67656 -1.55507 -1.05030
H 1.91591 -1.63317 2.11416
H -0.30032 -1.86890 2.04253
H -1.90476 -1.20753 0.47094
H -0.60812 1.16476 -2.22663
H -2.00606 1.97436 -1.21303
H -2.33270 0.23450 -1.88247
```

Atomic partial charges in e from the natural (NBO) method, atoms 1 to 5: atom 1 (C): -0.253, atom 2 (C): -0.136, atom 3 (C): 0.172, atom 4 (C): 0.436, atom 5 (C): 0.107

---

This record from the OMol25 dataset describes a structure of composition C7H6FN. The level of theory is ωB97M-V with the def2-TZVPD basis set.

As for the relative energy (zero: lowest compared OMol25 entry of this formula, charge and spin): 41.2 kcal per mole. The net charge is 0. The calculation puts the LUMO energy at 0.806 eV. Its energy is -11560.9715 eV. For the orbital gap, the calculation gives 10.7 eV.

The geometry in XYZ format:
```
15
C7H6FN, DFT ωB97M-V with the def2-TZVPD basis set
C -1.85101 0.81125 -0.37336
C 0.92411 0.54505 1.12470
C 0.84700 -0.68027 -1.04320
C -0.25747 0.15279 1.50625
C -0.39191 -1.12790 -0.87645
C 1.39958 0.50239 -0.31051
C -1.34762 -0.46561 0.02851
N -2.20899 1.85814 -0.66817
F -2.30620 -1.29337 0.52815
H 1.63091 0.94223 1.84392
H 1.51838 -1.20358 -1.70652
H -0.77400 0.07999 2.43495
H -0.74668 -2.02683 -1.35837
H 1.07211 1.43131 -0.79258
H 2.49180 0.47440 -0.33733
```

Atomic partial charges in e from the natural (NBO) method, atoms 1 to 5: atom 1 (C): 0.220, atom 2 (C): -0.212, atom 3 (C): -0.131, atom 4 (C): -0.141, atom 5 (C): -0.252

---

This record from the OMol25 dataset describes a structure of composition C7H6GaO6. The level of theory is ωB97M-V with the def2-TZVPD basis set.

As for the relative energy (zero: lowest compared OMol25 entry of this formula, charge and spin): 2.4 kcal per mole. The net charge is +3. The calculation puts the LUMO energy at -14.728 eV. Its energy is -71980.2636 eV. For the orbital gap, the calculation gives 8.4 eV.

The geometry in XYZ format:
```
20
C7H6GaO6, DFT ωB97M-V with the def2-TZVPD basis set
O -2.60270 4.96686 0.36849
C -2.15700 3.92693 0.27017
Ga -0.76698 0.59635 -0.04403
O 0.02404 1.27274 3.04722
C -0.29309 1.12839 1.94092
C -1.53332 0.95627 -1.96985
O -1.90556 1.02246 -3.06062
C 0.85312 2.00051 -0.60467
O 1.83369 2.52280 -0.92527
C -2.78191 0.19624 0.63050
O -3.80311 -0.20548 0.99035
C 1.85708 -2.81208 0.19072
C 1.60344 -1.34460 -0.09883
O 0.12517 -1.27192 -0.24685
H 1.32584 -3.04634 1.13534
H 2.92622 -3.02724 0.32136
H 1.43733 -3.41242 -0.63061
H 1.89066 -0.64623 0.69686
H 2.07426 -0.96383 -1.01635
H -0.10718 -1.85942 -0.99487
```

Atomic partial charges in e from the natural (NBO) method, atoms 1 to 5: atom 1 (O): -0.330, atom 2 (C): 0.424, atom 3 (Ga): 1.150, atom 4 (O): -0.151, atom 5 (C): 0.526

---

This record from the OMol25 dataset describes a structure of composition C7H6GaO6S. The level of theory is ωB97M-V with the def2-TZVPD basis set.

As for the relative energy (zero: lowest compared OMol25 entry of this formula, charge and spin): 0.0 kcal per mole. The net charge is +3. The calculation puts the LUMO energy at -13.942 eV. Its energy is -82816.6200 eV. For the orbital gap, the calculation gives 8.2 eV.

The geometry in XYZ format:
```
21
C7H6GaO6S, DFT ωB97M-V with the def2-TZVPD basis set
O -0.14391 -0.05023 -5.41316
C -0.14425 -0.05011 -4.29429
Ga -0.14519 -0.04917 -1.67030
O -1.75790 -2.76942 -1.31239
C -1.18237 -1.79222 -1.47603
C 0.88651 1.68416 -1.46053
O 1.47023 2.67123 -1.31178
C -1.88990 0.98356 -1.47262
O -2.86641 1.56572 -1.31610
C 1.59386 -1.07584 -1.47000
O 2.57681 -1.66048 -1.30621
C -0.30434 1.36528 2.42412
S 0.84952 0.31371 1.55497
C 0.71274 -1.21290 2.46700
O -0.23095 -0.13862 0.45865
H 0.13411 1.49287 3.40114
H -1.23139 0.83079 2.43399
H -0.39502 2.29723 1.88979
H -0.33070 -1.44972 2.48070
H 1.27987 -1.97331 1.95509
H 1.11869 -0.98252 3.43799
```

Atomic partial charges in e from the natural (NBO) method, atoms 1 to 5: atom 1 (O): -0.240, atom 2 (C): 0.552, atom 3 (Ga): 0.925, atom 4 (O): -0.175, atom 5 (C): 0.555

---

This record from the OMol25 dataset describes a structure of composition C7H6IN2O. The level of theory is ωB97M-V with the def2-TZVPD basis set.

As for the relative energy (zero: lowest compared OMol25 entry of this formula, charge and spin): 210.3 kcal per mole. The net charge is +1. The calculation puts the LUMO energy (alpha / beta) at -7.339 / -7.339 eV. Its energy is -20467.5757 eV. For the orbital gap (alpha / beta), the calculation gives 4.0 / 4.0 eV.

The geometry in XYZ format:
```
17
C7H6IN2O, DFT ωB97M-V with the def2-TZVPD basis set
C -2.21123 0.69920 1.83078
C -1.25904 1.67052 1.22319
C -2.41361 -0.52569 1.19832
C -1.71423 -0.86581 0.03793
C -0.75761 1.18918 0.14934
C 3.13919 0.16652 -1.97396
C -0.75721 0.00776 -0.46929
N 3.44987 -1.02791 0.35987
N 2.00441 0.08144 -1.39325
O 2.42756 -0.99679 -0.06263
I -1.93473 -2.73799 -0.86285
H -2.67028 0.97019 2.83657
H -1.21198 2.69582 1.50135
H -2.94035 -1.46680 1.61688
H 3.01921 0.79087 -2.95999
H 4.05892 -0.25294 -1.68384
H -0.22889 -0.39755 -1.34842
```

Atomic partial charges in e from the natural (NBO) method, atoms 1 to 5: atom 1 (C): -0.107, atom 2 (C): -0.364, atom 3 (C): -0.244, atom 4 (C): -0.109, atom 5 (C): 0.614

---

This record from the OMol25 dataset describes a cluster of 2 separate species, C7H6INO3 in total. The level of theory is ωB97M-V with the def2-TZVPD basis set.

As for the relative energy (zero: lowest compared OMol25 entry of this formula, charge and spin): 3.3 kcal per mole. The net charge is 0. The calculation puts the LUMO energy (alpha / beta) at -3.523 / -3.532 eV. Its energy is -23084.0939 eV. For the orbital gap (alpha / beta), the calculation gives 4.5 / 4.5 eV.

The geometry in XYZ format:
```
18
C7H6INO3, DFT ωB97M-V with the def2-TZVPD basis set
C 2.03077 1.67016 0.46367
C 1.78825 0.61466 1.34919
C 1.36844 1.70153 -0.75675
C 0.83302 -0.32697 1.09592
C 0.47282 0.69965 -1.02952
C 0.09154 -0.26222 -0.13899
C -0.97718 -1.12355 -0.45805
N -1.77702 -1.96612 0.40895
O -1.44578 -2.13942 1.56704
O -2.86105 -2.43636 -0.03615
O -1.38202 -1.12155 -1.71504
I -3.30547 1.20190 -0.16528
H 2.80632 2.37227 0.58469
H 2.38715 0.55600 2.24731
H 1.60210 2.34395 -1.66691
H 0.68689 -1.02234 1.89652
H -0.01019 0.52511 -1.99769
H -2.30860 -1.28672 -1.64889
```

Atomic partial charges in e from the natural (NBO) method, atoms 1 to 5: atom 1 (C): -0.107, atom 2 (C): -0.233, atom 3 (C): -0.225, atom 4 (C): -0.097, atom 5 (C): -0.079

---

This record from the OMol25 dataset describes an isolated molecule of C7H6N4. The level of theory is ωB97M-V with the def2-TZVPD basis set.

As for the relative energy (zero: lowest compared OMol25 entry of this formula, charge and spin): 143.1 kcal per mole. The net charge is 0. The calculation puts the LUMO energy at -0.098 eV. Its energy is -13309.8874 eV. As for the SMILES: c1cncc(-c2cnn[nH]2)c1. For the orbital gap, the calculation gives 8.8 eV.

The geometry in XYZ format:
```
17
C7H6N4, DFT ωB97M-V with the def2-TZVPD basis set
C -1.16079 0.64130 -2.18474
C 0.14703 0.71256 -2.69653
N 1.32425 0.60698 -2.07778
C 1.52506 0.58054 -0.59140
C 0.22459 0.36891 0.01645
C 0.27302 -0.10756 1.35497
C 0.74227 -1.49664 1.60271
N 0.28752 -1.95677 2.88449
N -0.65094 -1.10581 3.33642
N -0.70015 0.10082 2.23404
C -1.09496 0.24702 -0.82322
H -2.11821 0.69926 -2.94428
H 0.13692 1.19520 -3.72718
H 2.60543 0.81502 -0.02646
H 1.65195 -2.24708 1.34265
H -1.25841 1.05601 2.54308
H -1.93458 -0.10978 -0.24321
```

Atomic partial charges in e from the natural (NBO) method, atoms 1 to 5: atom 1 (C): -0.260, atom 2 (C): 0.028, atom 3 (N): -0.431, atom 4 (C): 0.025, atom 5 (C): -0.122

---

Repeat the fifth record exactly.
This record from the OMol25 dataset describes a structure of composition C7H6FN. The level of theory is ωB97M-V with the def2-TZVPD basis set.

As for the relative energy (zero: lowest compared OMol25 entry of this formula, charge and spin): 41.2 kcal per mole. The net charge is 0. The calculation puts the LUMO energy at 0.806 eV. Its energy is -11560.9715 eV. For the orbital gap, the calculation gives 10.7 eV.

The geometry in XYZ format:
```
15
C7H6FN, DFT ωB97M-V with the def2-TZVPD basis set
C -1.85101 0.81125 -0.37336
C 0.92411 0.54505 1.12470
C 0.84700 -0.68027 -1.04320
C -0.25747 0.15279 1.50625
C -0.39191 -1.12790 -0.87645
C 1.39958 0.50239 -0.31051
C -1.34762 -0.46561 0.02851
N -2.20899 1.85814 -0.66817
F -2.30620 -1.29337 0.52815
H 1.63091 0.94223 1.84392
H 1.51838 -1.20358 -1.70652
H -0.77400 0.07999 2.43495
H -0.74668 -2.02683 -1.35837
H 1.07211 1.43131 -0.79258
H 2.49180 0.47440 -0.33733
```

Atomic partial charges in e from the natural (NBO) method, atoms 1 to 5: atom 1 (C): 0.220, atom 2 (C): -0.212, atom 3 (C): -0.131, atom 4 (C): -0.141, atom 5 (C): -0.252